8 unconnected molecules or ions with the total composition C4H25NO8 in a non-equilibrium geometry, computed with ωB97M-V with the def2-TZVPD basis set.

Summary:
lowest unoccupied orbital energy: -0.03 eV
HOMO: -9.69 eV
spin multiplicity: 1
E_tot: -824.04523 hartree
relative energy (zero: lowest compared OMol25 entry of this formula, charge and spin): 38.5 kcal per mole
SMILES: COC[C@H](C)N.O.O.O.O.O.O.O

Atoms and positions in Å:
C: 3.868 1.838 -1.023
O: 2.711 1.036 -0.876
C: 2.685 0.765 0.561
C: 1.364 0.126 1.013
C: 1.468 -0.222 2.473
N: 1.078 -1.024 0.198
H: 4.730 1.412 -0.510
H: 3.680 2.850 -0.665
H: 4.059 1.966 -2.089
H: 3.523 0.125 0.838
H: 2.719 1.685 1.144
H: 0.524 0.812 0.899
H: 1.366 0.672 3.088
H: 2.434 -0.664 2.715
H: 0.697 -0.959 2.703
H: 1.605 -0.763 -0.623
H: 1.696 -1.759 0.512
O: -1.071 -3.364 0.225
H: -0.487 -2.916 0.836
H: -1.196 -2.740 -0.490
O: -1.532 2.027 0.448
H: -2.087 1.769 -0.288
H: -1.877 1.535 1.193
O: -2.896 -2.408 2.116
H: -2.182 -2.410 1.479
H: -2.460 -2.476 2.965
O: -2.685 1.603 -1.995
H: -2.025 1.236 -2.583
H: -2.879 2.466 -2.360
O: -1.735 -0.937 -0.674
H: -1.780 -0.616 -1.575
H: -0.816 -0.831 -0.427
O: -3.664 -0.119 1.002
H: -3.573 -0.816 1.651
H: -3.175 -0.434 0.241
O: -0.884 0.355 -3.737
H: -0.130 0.944 -3.720
H: -1.074 0.234 -4.667

Atoms 1-2, force components in eV/Å:
-0.2 0.6 -1.2
0.5 -0.2 2.1